# 1
C31H46BeN2O2Se | the ωB97M-V functional and the def2-TZVPD basis

```
83
Properties=species:S:1:pos:R:3:forces:R:3
Be -2.407560 -0.297438 -0.386758 0.6 -0.9 1.1
C 4.223185 1.519858 -2.066315 -0.2 1.2 -1.2
C 3.112016 2.076343 -3.035145 0.4 1.1 1.1
C 3.117432 1.444059 -4.416915 1.3 -1.2 -0.1
C 3.370003 3.590582 -3.202367 0.4 0.3 -1.6
C 1.790716 1.877229 -2.334708 -1.2 -1.1 0.3
C 1.189286 0.597355 -2.389664 0.6 1.0 0.2
C 0.000914 0.317551 -1.734347 0.8 1.2 -1.1
Se -0.720189 -1.437742 -1.897032 -0.3 0.4 1.0
C -0.115117 -1.896170 -0.127405 0.8 -0.2 1.9
C 1.231600 -2.256845 -0.016150 -1.3 -0.4 1.5
C 1.746050 -2.606551 1.263196 0.3 1.1 -0.5
C 0.957003 -2.376335 2.399300 0.3 -0.7 -1.0
C -0.375670 -1.966799 2.350551 0.1 -0.3 -1.0
C -0.928846 -1.693766 1.063986 0.2 0.1 -1.6
O -2.160358 -1.230946 0.836542 -0.1 -0.5 0.5
C -1.163342 -1.945270 3.634397 -0.8 0.1 1.0
C -1.970011 -0.636255 3.806399 0.3 0.1 0.4
C -2.148807 -3.146251 3.758112 -0.1 0.9 -0.6
C -0.301753 -2.111352 4.906651 -0.2 1.5 0.5
C 3.231669 -2.950072 1.352981 1.0 -0.5 -1.2
C 3.699297 -3.612571 2.695242 0.0 0.9 -1.2
C 4.089610 -1.693887 0.979697 0.1 -0.5 0.2
C 3.630425 -3.945365 0.227329 0.1 -2.0 1.9
C -0.659259 1.345614 -1.029605 0.8 0.5 0.4
O -1.733305 1.035652 -0.361881 -1.1 0.7 -0.1
C -0.093703 2.661566 -0.943932 0.1 0.0 -0.5
C 1.128466 2.867289 -1.598892 0.1 0.4 -0.3
C -0.787521 3.846595 -0.207319 0.6 0.6 1.0
C -2.109208 4.292258 -0.894000 1.9 -1.5 -1.4
C -1.072006 3.439277 1.296877 0.9 -0.6 -0.9
C 0.177591 5.132987 -0.122122 -1.0 -1.4 0.7
H 5.189467 1.587364 -2.567711 0.2 -0.1 0.0
H 4.288629 2.159500 -1.167710 -0.3 -0.6 -0.2
H 4.008932 0.489101 -1.868526 0.0 -0.5 0.5
H 3.915468 1.883576 -5.032412 -0.2 0.0 0.1
H 3.329275 0.343809 -4.427757 -0.2 0.8 0.3
H 2.175306 1.581895 -4.900884 -0.6 0.2 -0.4
H 4.297289 3.726399 -3.827044 -0.7 0.0 0.7
H 2.562166 4.148807 -3.736344 0.4 -0.7 0.2
H 3.485197 4.108276 -2.266631 0.3 0.1 0.5
H 1.717298 -0.184302 -2.920155 -0.1 -0.1 -0.1
H 1.804983 -2.230593 -0.922809 0.5 -0.3 -0.1
H 1.396782 -2.590951 3.364513 0.0 0.0 -0.1
H -2.727261 -0.535353 3.063025 -0.5 -0.1 -0.7
H -2.506356 -0.657959 4.768134 0.4 0.1 -0.1
H -1.362621 0.283330 3.717890 0.0 -0.5 0.3
H -2.904795 -3.120807 2.969502 0.1 -0.1 -0.1
H -1.594964 -4.080456 3.723250 -0.1 -0.2 0.0
H -2.663083 -3.026721 4.714699 0.0 -0.3 0.0
H 0.431700 -1.263285 5.000535 -0.4 -0.9 0.0
H -1.019512 -2.004671 5.760829 0.8 -0.2 -0.5
H 0.192429 -3.079770 4.984359 0.1 0.1 0.0
H 3.529851 -2.866010 3.472040 0.1 -0.4 0.4
H 3.147817 -4.541319 2.858106 -0.1 0.2 0.2
H 4.782247 -3.864416 2.625360 -0.7 0.3 0.1
H 4.143181 -1.005195 1.833519 -0.1 0.2 -0.5
H 5.121660 -2.021678 0.725213 -0.5 0.2 0.3
H 3.672875 -1.236760 0.051749 0.2 0.0 0.9
H 3.035239 -4.877615 0.255926 -0.2 0.5 -0.2
H 3.688694 -3.585805 -0.765339 -0.2 0.6 -1.0
H 4.623868 -4.341532 0.496340 0.0 0.4 -0.3
H 1.582834 3.877539 -1.585532 -0.5 -0.9 0.1
H -2.652951 3.389082 -1.176945 -0.4 0.2 0.4
H -2.642251 4.950928 -0.267564 -0.8 0.7 0.7
H -1.858691 4.775889 -1.856429 -0.1 0.1 0.4
H -1.708876 2.547613 1.357381 0.2 0.2 -0.1
H -0.077972 3.157908 1.760918 -1.2 0.6 -0.2
H -1.599119 4.251682 1.801752 0.4 0.1 0.2
H 0.251295 5.666868 -1.053964 0.3 0.0 -0.6
H -0.246292 5.846514 0.587384 -0.2 -0.1 0.1
H 1.153598 4.837128 0.273827 0.0 0.1 -0.2
C -7.017757 -1.486246 -1.039841 1.1 0.7 0.4
N -6.061981 -1.061516 -2.084363 -0.1 -0.1 -2.1
C -6.544745 -1.070412 -3.550214 0.7 1.0 1.8
C -4.828998 -0.760808 -1.738807 0.9 0.4 2.2
N -3.874880 -0.505350 -1.098001 -2.7 -0.6 -2.3
H -7.962612 -1.421725 -1.552222 -0.6 0.1 0.5
H -6.874780 -0.777598 -0.187539 -0.7 -0.6 -0.6
H -6.837826 -2.496678 -0.664250 0.0 0.0 -0.3
H -7.517861 -0.559981 -3.627823 0.4 -0.3 0.2
H -6.562115 -2.057730 -3.932345 -0.3 -1.1 -0.1
H -5.828423 -0.540597 -4.153820 0.3 0.4 0.0
```
Forces are in eV/Å.

Output
**E**: -105718.952 eV
**HOMO level**: -6.93 eV
**Kohn-Sham gap**: 0.249 Ha
**M**: 566.69 g mol⁻¹
**Total charge**: 0



# 2
C27H14BrCuF3N4S3 | the ωB97M-V functional and the def2-TZVPD basis

```
53
Properties=species:S:1:pos:R:3:forces:R:3
Cu 0.317933 -1.411621 0.247392 -1.3 -0.5 -0.4
S 2.536610 -3.259742 -1.288356 -0.1 -0.6 -0.6
C 3.008656 -2.354288 0.041013 0.5 -0.2 0.0
C 4.388242 -2.254409 0.363744 0.2 0.1 0.2
C 4.798181 -1.506356 1.428515 -0.1 0.0 0.0
C 3.836002 -0.865167 2.220012 0.0 0.0 0.1
C 2.515236 -1.022387 1.868184 0.4 0.4 0.7
N 2.109089 -1.720394 0.818247 1.1 0.0 -0.1
H 5.087824 -2.783900 -0.266837 0.0 0.0 0.0
H 5.851247 -1.415601 1.666760 0.1 0.0 0.0
H 4.118375 -0.269989 3.076227 -0.1 0.0 0.1
H 1.727140 -0.572985 2.462132 0.0 0.1 0.0
S -0.289912 -3.515942 1.397126 0.1 0.3 -0.1
C -1.468175 -2.768048 2.430594 0.3 -0.3 -0.5
C -1.706678 -3.291977 3.690267 -0.4 0.2 0.4
C -2.663358 -2.726225 4.533940 0.1 0.7 -1.2
C -2.867724 -3.238814 5.818138 0.0 -0.5 1.3
N -2.992797 -3.642126 6.891837 -0.1 -0.1 -0.1
C -3.394402 -1.594735 4.093786 0.9 -0.8 -0.6
C -3.148402 -1.067419 2.828191 -0.1 -0.2 0.2
C -2.205148 -1.637116 1.980358 -0.1 -0.1 0.0
S -1.955284 -1.002796 0.398560 -0.2 0.3 -0.1
C -4.366529 -1.023745 4.921647 -0.9 0.6 0.8
N -5.165497 -0.540807 5.599124 0.0 0.0 -0.1
H -1.134374 -4.147521 4.020645 0.0 0.0 0.0
H -3.716768 -0.211164 2.487088 0.0 0.0 0.0
Br -1.928850 -2.998002 -6.280294 0.1 0.0 0.2
C -1.160192 -2.549074 -4.579259 -0.1 -0.1 -0.2
C -0.741526 -1.254950 -4.350943 0.0 0.0 -0.1
C -0.208547 -0.982428 -3.096394 -0.1 0.1 -0.2
N -0.083112 -1.895441 -2.154533 -0.1 0.3 0.3
C -0.474476 -3.129398 -2.396269 -0.3 -0.5 -0.3
C -1.035351 -3.522364 -3.606924 0.0 0.1 0.0
H -0.830855 -0.483205 -5.102907 0.0 0.0 0.0
H 0.126538 0.016479 -2.846791 0.0 0.1 0.1
H -0.327178 -3.840234 -1.595580 0.0 -0.1 0.1
H -1.358924 -4.537871 -3.776877 0.0 0.0 0.0
F 0.953913 7.878446 -1.659415 0.1 -0.2 0.1
C 0.023805 7.049519 -2.202677 0.1 0.5 -0.2
F -1.163282 7.601578 -1.890840 -0.2 -0.2 0.1
F 0.160379 7.228596 -3.542636 0.0 -0.2 -0.1
C 0.176434 5.632562 -1.773856 -0.1 -0.1 0.1
C 1.383554 4.977664 -2.027721 -0.3 0.4 0.0
C 1.561324 3.675745 -1.620109 0.0 0.0 0.1
C 0.534219 2.990771 -0.953439 -0.3 0.3 -0.1
C -0.673681 3.663420 -0.705277 0.1 0.0 0.0
C -0.854513 4.965188 -1.111886 0.2 0.4 -0.2
C 0.645215 1.636501 -0.590439 0.3 -0.2 -0.2
C 0.634320 0.434776 -0.396119 0.1 -0.1 0.4
H 2.169055 5.509665 -2.546920 0.1 0.0 0.0
H 2.496698 3.169416 -1.809060 0.0 -0.1 0.0
H -1.456575 3.130137 -0.187206 -0.1 -0.1 0.0
H -1.787877 5.477776 -0.923961 0.0 0.0 0.0
```
Forces are in eV/Å.

Output
**E**: -189528.642 eV
**HOMO level (spin up / spin down)**: -1.90 / -1.88 eV
**Kohn-Sham gap (spin up / spin down)**: 0.205 / 0.204 Ha
**Multiplicity**: 2
**M**: 691.08 g mol⁻¹
**Relative energy (zero: lowest compared OMol25 entry of this formula, charge and spin)**: 0.000 eV
**Total charge**: -2
**⟨S²⟩**: 0.7571



# 3
C3H6S | the ωB97M-V functional and the def2-TZVPD basis

```
10
Properties=species:S:1:pos:R:3:forces:R:3
C -0.277511 -0.198856 0.561871 0.0 3.2 -0.5
C 0.890836 -0.496368 -0.443383 -2.2 -3.5 -0.3
C 0.579723 0.906750 -0.084107 0.6 -2.4 -1.5
H -2.724117 -0.902005 0.514348 2.1 2.3 -2.2
H -0.402675 0.050550 1.674547 1.0 -1.5 -1.6
H 1.491205 -1.238420 0.033096 1.6 0.5 0.3
H 0.543797 -1.005871 -1.444567 0.3 1.6 2.0
H 1.339099 1.292260 0.459659 1.9 1.8 1.9
H 0.304202 1.416385 -0.976222 -0.7 0.8 -0.2
S -1.744557 0.175574 -0.295241 -4.5 -2.8 2.0
```
Forces are in eV/Å.

Output
**E**: -14039.954 eV
**HOMO level**: -8.48 eV
**Kohn-Sham gap**: 0.338 Ha
**M**: 74.15 g mol⁻¹
**Structure (SMILES)**: SC1CC1
**Relative energy (zero: lowest compared OMol25 entry of this formula, charge and spin)**: 2.912 eV
**Total charge**: 0



# 4
C6H9N3O2 | the ωB97M-V functional and the def2-TZVPD basis

```
20
Properties=species:S:1:pos:R:3:forces:R:3
C -1.932461 1.124651 0.496332 -3.8 2.6 0.2
C -1.407632 0.780967 1.686298 1.5 -1.4 -0.5
C 1.148073 3.682254 -0.335414 1.5 -0.9 -2.7
C -0.091166 0.532578 -0.613436 0.1 -0.5 2.4
C 0.387792 -0.088415 0.553163 -1.7 -0.3 -1.2
C 1.542969 -0.974486 0.481512 2.8 -1.3 -1.1
N -1.250892 1.102242 -0.622488 -0.6 0.4 -1.6
N -0.276923 0.063126 1.664924 0.4 0.0 1.7
N -0.367291 -3.018435 -1.369229 0.0 1.1 3.6
O 0.654608 3.873061 0.666146 -1.3 0.7 2.4
O 1.676998 3.440778 -1.345212 -0.2 0.2 0.3
H -2.996086 1.615811 0.485141 2.0 -1.0 -0.2
H -1.833605 0.999380 2.623761 -0.6 0.1 0.9
H 0.565647 0.556209 -1.400045 1.0 0.2 -2.4
H 2.373492 -0.274807 0.882026 -0.6 -1.8 -0.6
H 1.810749 -1.412835 -0.614438 -0.7 1.7 2.5
H 1.415971 -1.928708 1.066583 0.2 1.3 -0.1
H -1.227443 -3.313978 -0.968798 -0.9 0.0 0.5
H 0.286524 -3.679696 -1.037766 1.0 -0.7 0.1
H -0.479324 -3.079699 -2.299059 -0.2 -0.3 -4.1
```
Forces are in eV/Å.

Output
**E**: -14932.749 eV
**HOMO level**: -9.16 eV
**Kohn-Sham gap**: 0.361 Ha
**M**: 155.16 g mol⁻¹
**Structure (SMILES)**: Cc1cnccn1.O=C=O.N
**Relative energy (zero: lowest compared OMol25 entry of this formula, charge and spin)**: 1.441 eV
**Total charge**: 0



# 5
C3H6N2O | the ωB97M-V functional and the def2-TZVPD basis

```
12
Properties=species:S:1:pos:R:3:forces:R:3
N 0.280520 -1.048884 -0.253066 0.0 -1.3 -0.5
C -0.707295 -0.112620 0.187002 1.5 -0.1 0.5
C 0.559721 1.036345 0.452277 -1.3 0.8 -0.2
O 1.839919 0.619185 0.899288 -0.7 -0.3 -0.2
C -1.924749 -0.214121 -0.745352 0.1 0.6 -0.5
N -2.804286 -0.500942 -1.454087 1.4 0.6 1.2
H 0.196321 -2.004683 0.003613 -0.4 -0.8 -0.3
H 0.465710 -0.864657 -1.227632 0.1 -0.7 -0.1
H -1.164249 -0.309829 1.167891 0.6 -0.2 -0.2
H 0.672198 1.567812 -0.488370 -0.3 0.5 0.1
H 0.197850 1.581632 1.304968 -0.1 0.9 -0.1
H 2.439248 0.341771 0.183451 -0.9 0.0 0.2
```
Forces are in eV/Å.

Output
**E**: -8233.254 eV
**HOMO level**: -9.58 eV
**Kohn-Sham gap**: 0.376 Ha
**M**: 86.09 g mol⁻¹
**Structure (SMILES)**: N#C[C@@H](N)CO
**Relative energy (zero: lowest compared OMol25 entry of this formula, charge and spin)**: 3.444 eV
**Total charge**: 0



# 6
C18H11N7ORhS3Se | the ωB97M-V functional and the def2-TZVPD basis

```
42
Properties=species:S:1:pos:R:3:forces:R:3
Rh 1.537039 -0.414251 0.673010 -1.1 -0.3 -0.8
N 4.699080 -0.015345 -2.452960 -0.3 0.2 2.3
C 3.310103 -0.244409 -1.813877 4.3 0.0 -1.8
S 3.037068 0.995175 -0.582494 -0.2 -0.7 -0.5
N 2.603027 -1.224939 -2.287468 1.6 1.6 1.1
N 1.452391 -1.229116 -1.562594 -3.0 -1.7 -0.9
C 0.450300 -1.851415 -2.149487 1.6 0.9 1.1
C -0.898156 -1.654846 -1.632400 -0.4 -2.7 -1.9
C -1.790541 -2.360351 -2.544230 0.0 -2.1 1.4
C -3.168209 -2.201843 -2.449049 -0.3 2.0 1.2
C -3.683414 -1.241352 -1.383824 -0.4 -2.0 -1.0
C -2.811870 -0.815628 -0.364710 -1.6 -1.4 -3.6
C -1.409728 -1.147204 -0.425668 0.1 1.8 0.9
O -0.752018 -0.782281 0.624275 1.5 -0.4 -0.2
H 5.312293 0.502712 -1.754374 -1.6 -0.3 -1.0
H 5.315254 -0.830575 -2.578868 -1.3 -0.3 -0.3
H 0.627848 -2.459818 -3.143273 -0.3 1.4 2.0
H -1.227533 -3.388517 -2.909418 -1.9 3.0 -0.2
H -3.889083 -2.597587 -3.180685 0.5 -0.2 0.6
H -4.880492 -1.095530 -1.371763 3.1 0.0 0.1
H -3.213854 -0.110948 0.305877 0.0 0.4 1.3
S 3.041174 -2.310582 1.322597 0.3 0.0 0.2
C 3.809581 -1.722348 2.705514 -3.2 3.9 -0.1
C 4.806192 -2.488453 3.245204 1.5 -0.3 1.5
N 5.663670 -2.958439 3.849081 0.4 -0.6 0.0
C 3.375228 -0.405878 3.416432 -0.5 -2.8 -2.3
S 2.044024 0.502979 2.811059 1.3 -0.3 1.3
C 3.843962 -0.098084 4.727364 -0.1 1.0 1.8
N 4.007231 0.281769 5.821560 0.1 -0.8 -1.9
Se -0.060558 1.777690 -1.756807 0.8 -0.4 0.2
N -0.150672 1.795042 0.043181 -0.2 0.2 -1.2
C -1.396690 2.124618 0.312053 0.8 -0.4 -0.6
C -1.791812 2.265811 1.667503 -0.4 -0.4 1.4
C -3.009802 2.758291 1.978398 -0.4 0.3 -0.6
C -3.814174 3.235565 0.899039 0.6 -0.7 -2.3
C -3.474083 3.065105 -0.428982 0.1 -1.2 0.4
C -2.278016 2.354073 -0.858940 -0.5 2.0 4.5
N -1.739837 2.253664 -2.010713 0.4 -0.2 -1.7
H -1.153870 1.912759 2.482798 0.1 0.1 -0.6
H -3.432969 2.790522 2.975991 0.4 0.1 0.1
H -4.768011 3.684859 0.984740 -0.8 0.5 0.8
H -4.140072 3.349104 -1.203093 -0.7 0.5 -0.5
```
Forces are in eV/Å.

Output
**E**: -132178.922 eV
**HOMO level (spin up / spin down)**: -4.72 / -4.82 eV
**Kohn-Sham gap (spin up / spin down)**: 0.225 / 0.174 Ha
**Multiplicity**: 5
**M**: 619.40 g mol⁻¹
**Total charge**: -1
**⟨S²⟩**: 6.0428